No. 1
Computed, not measured: 2 unconnected molecules or ions with the total composition C6H7N at a distorted geometry, with ωB97M-V/def2-TZVPD.

The geometry in ORCA input format:
```
! RIJCOSX wB97M-V def2-TZVPD def2/J DEFGRID3
* xyz 0 1
C 1.09 -0.17 0.48
C -0.74 1.12 -0.03
C 1.97 -0.49 -0.62
C -0.98 2.18 0.99
C -2.01 1.08 0.71
C 2.54 -1.33 -1.56
N 2.40 0.32 0.34
H -0.56 2.25 2.02
H -1.43 3.01 0.47
H -2.85 1.47 0.11
H -2.14 0.22 1.51
H 1.88 -2.03 -2.09
H 3.51 -1.82 -1.26
H 3.09 -0.68 -2.33
*
```

E_LUMO ... -0.1799 eV
Highest occupied orbital energy ... -7.9 eV
Relative energy (zero: lowest compared OMol25 entry of this formula, charge and spin) ... 898.16 kJ/mol

No. 2
Computed, not measured: a molecular structure, C21H26N2OS at a distorted geometry, with ωB97M-V/def2-TZVPD.

The geometry in ORCA input format:
```
! RIJCOSX wB97M-V def2-TZVPD def2/J DEFGRID3
* xyz 0 1
O 1.89 1.62 1.23
C 0.69 1.25 1.71
N -0.50 1.39 0.89
C -1.64 0.90 1.35
H -1.90 1.39 2.48
C -1.45 -0.61 1.30
N 0.01 -1.11 1.58
C 0.17 -0.68 2.85
H 1.11 -1.26 3.00
C 0.58 0.72 3.05
H 1.49 0.82 3.33
H -0.24 1.38 3.41
H -0.50 -0.93 3.82
C 0.08 -2.49 1.00
H -0.31 -2.39 0.06
C -0.32 -3.64 1.86
C -1.88 -3.70 2.00
C -2.61 -3.51 3.02
C -4.25 -3.61 2.93
C -4.67 -3.88 1.69
C -4.04 -3.91 0.60
C -2.49 -4.01 0.50
H -2.06 -4.19 -0.35
H -4.37 -4.31 -0.42
H -6.07 -3.72 1.61
H -4.73 -3.45 3.89
H -2.14 -3.25 4.10
H -0.23 -3.59 2.80
H 0.09 -4.53 1.43
H 1.25 -2.56 1.11
H -1.92 -0.99 0.18
H -2.36 -0.91 1.99
H -2.41 1.22 0.61
C -0.16 2.05 -0.37
C 0.30 0.91 -1.37
H -0.60 -0.02 -1.66
H 1.03 0.51 -1.02
S 0.69 1.28 -3.15
C 2.03 2.37 -3.11
C 2.93 2.44 -2.13
C 4.13 3.07 -1.95
C 4.59 3.76 -3.37
C 3.63 3.81 -4.34
C 2.48 3.09 -4.15
H 1.69 3.05 -5.19
H 3.73 4.18 -5.11
H 5.32 4.38 -3.14
H 4.68 3.21 -0.98
H 2.49 2.02 -1.07
H 0.62 2.81 -0.59
H -1.23 2.40 -0.84
*
```

E_LUMO ... -0.0372 eV
Highest occupied orbital energy ... -7.9 eV
Relative energy (zero: lowest compared OMol25 entry of this formula, charge and spin) ... 1796.71 kJ/mol

No. 3
Computed, not measured: 2 unconnected molecules or ions with the total composition C4H6NO2 at a distorted geometry, with ωB97M-V/def2-TZVPD.

The geometry in ORCA input format:
```
! RIJCOSX wB97M-V def2-TZVPD def2/J DEFGRID3
* xyz 1 3
C -2.67 0.31 0.47
C -1.70 -0.43 0.74
C 0.41 1.24 0.33
C 2.17 -0.09 -0.52
N 1.30 0.36 0.57
O -0.28 2.15 0.15
O 1.41 -0.13 1.73
H -3.71 0.04 0.64
H -2.61 1.31 0.03
H -1.04 -1.18 1.12
H 2.49 -1.10 -0.27
H 3.05 0.55 -0.57
H 1.65 -0.07 -1.48
*
```

E_LUMO (spin up / spin down) ... -6.0645 / -7.8290 eV
Highest occupied orbital energy (spin up / spin down) ... -12.5 / -15.0 eV
Relative energy (zero: lowest compared OMol25 entry of this formula, charge and spin) ... 289.91 kJ/mol

No. 4
Computed, not measured: a molecular structure, C44H33As2F2RuS at a distorted geometry, with ωB97M-V/def2-TZVPD.

The geometry in ORCA input format:
```
! RIJCOSX wB97M-V def2-TZVPD def2/J DEFGRID3
* xyz -2 2
Ru -0.39 0.36 0.00
S 1.93 0.91 -0.16
C 2.61 0.68 1.44
C 3.96 0.39 1.57
C 4.52 0.15 2.81
C 3.73 0.23 3.95
C 2.39 0.56 3.84
C 1.81 0.81 2.60
As -0.10 1.10 2.33
C -0.18 3.04 2.31
C -1.43 3.64 2.45
C -1.61 4.99 2.24
C -0.53 5.78 1.85
C 0.72 5.19 1.69
C 0.90 3.84 1.91
C -0.74 0.78 4.14
C -0.79 1.76 5.14
C -1.18 1.45 6.42
C -1.51 0.14 6.76
C -1.47 -0.86 5.78
C -1.09 -0.54 4.49
H 4.56 0.32 0.67
H 5.56 -0.11 2.89
H 4.15 0.02 4.93
H 1.77 0.63 4.73
H -2.27 3.00 2.73
H -2.58 5.44 2.36
H -0.67 6.83 1.66
H 1.56 5.80 1.37
H 1.88 3.39 1.78
H -0.50 2.78 4.89
H -1.21 2.22 7.18
H -1.80 -0.11 7.78
H -1.72 -1.88 6.04
H -1.06 -1.30 3.72
C -0.82 1.99 -1.06
C -0.74 2.65 -2.25
C -0.76 4.08 -2.32
C -0.64 4.75 -3.50
C -0.52 4.05 -4.71
C -0.52 2.65 -4.68
C -0.63 1.96 -3.50
H -0.85 4.62 -1.38
H -0.63 5.83 -3.52
H -0.41 4.58 -5.64
H -0.42 2.10 -5.61
H -0.63 0.88 -3.50
F -2.92 0.72 1.35
C -2.44 0.06 0.22
F -2.68 -1.28 0.55
H -3.18 0.29 -0.57
C -0.65 -6.67 -0.07
C 0.51 -6.19 -0.68
C 0.67 -4.84 -0.92
C -0.34 -3.93 -0.57
C -1.50 -4.42 0.04
C -1.65 -5.77 0.28
As -0.17 -1.98 -0.91
C 1.35 -1.97 -2.10
C 2.69 -1.99 -1.75
C 3.67 -1.89 -2.72
C 3.30 -1.72 -4.06
C 1.98 -1.69 -4.43
C 0.97 -1.83 -3.47
C -0.44 -1.87 -3.70
C -1.09 -1.87 -4.94
C -2.46 -2.01 -5.02
C -3.23 -2.16 -3.87
C -2.61 -2.15 -2.62
C -1.25 -2.00 -2.52
H -0.77 -7.73 0.12
H 1.30 -6.88 -0.96
H 1.57 -4.48 -1.41
H -2.28 -3.73 0.32
H -2.56 -6.14 0.74
H 2.96 -2.07 -0.70
H 4.72 -1.91 -2.45
H 4.07 -1.62 -4.82
H 1.71 -1.55 -5.47
H -0.51 -1.76 -5.85
H -2.94 -2.02 -5.99
H -4.30 -2.29 -3.95
H -3.21 -2.26 -1.72
*
```

E_LUMO (spin up / spin down) ... 4.5093 / 4.5071 eV
Highest occupied orbital energy (spin up / spin down) ... 0.2 / -0.1 eV
Relative energy (zero: lowest compared OMol25 entry of this formula, charge and spin) ... 179.33 kJ/mol

No. 5
Computed, not measured: C5H12O in the gas phase at a distorted geometry, with ωB97M-V/def2-TZVPD.

The geometry in ORCA input format:
```
! RIJCOSX wB97M-V def2-TZVPD def2/J DEFGRID3
* xyz 0 1
C -1.13 0.88 -1.07
C -0.59 -0.35 -0.32
C -1.81 -0.89 0.74
C 0.62 -0.04 0.52
C 1.93 0.16 -0.23
O 2.91 0.46 0.75
H -0.73 1.88 -0.84
H -1.93 0.60 -0.38
H -1.45 0.79 -2.12
H -0.47 -1.18 -1.01
H -2.03 -0.22 1.61
H -1.45 -1.83 1.16
H -2.81 -1.10 0.31
H 0.43 0.88 1.10
H 0.74 -0.86 1.23
H 1.83 0.97 -0.97
H 2.19 -0.76 -0.78
H 3.75 0.62 0.30
*
```

Structure (SMILES) ... CC(C)CCO
E_LUMO ... 0.9929 eV
Highest occupied orbital energy ... -9.9 eV
Relative energy (zero: lowest compared OMol25 entry of this formula, charge and spin) ... 205.11 kJ/mol

No. 6
Computed, not measured: a molecular structure, C22H16BrCo2N2O6 at a distorted geometry, with ωB97M-V/def2-TZVPD.

The geometry in ORCA input format:
```
! RIJCOSX wB97M-V def2-TZVPD def2/J DEFGRID3
* xyz -1 1
O 3.63 3.14 2.17
C 2.59 2.67 2.43
Co 0.97 2.42 3.07
C 0.82 3.31 4.48
O 0.76 3.93 5.47
C 0.24 3.33 1.79
O -0.17 4.14 1.08
C 0.08 0.64 3.29
C -0.61 0.13 2.14
C -1.42 -1.11 1.89
C -2.94 -0.66 1.94
C -3.60 0.37 2.74
C -4.99 0.61 2.57
C -5.73 -0.07 1.59
C -5.09 -1.06 0.85
C -3.81 -1.49 1.22
Co 1.18 0.51 1.82
C 2.28 1.10 0.65
O 2.97 1.38 -0.25
C -0.33 1.05 1.04
O -0.99 1.46 0.12
C 1.97 -1.01 2.04
O 2.37 -2.10 2.14
H -0.05 0.24 4.31
H -1.29 -1.94 2.61
H -3.04 1.01 3.47
H -5.53 1.34 3.18
H -6.77 0.14 1.41
H -5.55 -1.57 0.01
H -3.36 -2.42 0.84
C 1.40 -4.57 -3.21
N 0.27 -3.66 -3.08
C -0.60 -3.74 -4.25
C -0.08 -3.09 -1.88
C -0.81 -1.86 -1.78
Br -0.87 -0.66 -3.28
C -1.33 -1.39 -0.60
N -0.93 -1.84 0.61
C -0.08 -2.91 0.60
C 0.32 -3.55 -0.59
H 2.23 -4.31 -2.55
H 1.13 -5.63 -3.07
H 1.75 -4.49 -4.25
H -1.52 -3.16 -4.13
H -0.01 -3.37 -5.10
H -0.81 -4.80 -4.48
H -2.14 -0.68 -0.57
H 0.23 -3.36 1.54
H 0.98 -4.43 -0.55
*
```

E_LUMO ... 1.5223 eV
Highest occupied orbital energy ... -2.4 eV
Relative energy (zero: lowest compared OMol25 entry of this formula, charge and spin) ... 376.52 kJ/mol

Copy entry 6 word for word.
Computed, not measured: a molecular structure, C22H16BrCo2N2O6 at a distorted geometry, with ωB97M-V/def2-TZVPD.

The geometry in ORCA input format:
```
! RIJCOSX wB97M-V def2-TZVPD def2/J DEFGRID3
* xyz -1 1
O 3.63 3.14 2.17
C 2.59 2.67 2.43
Co 0.97 2.42 3.07
C 0.82 3.31 4.48
O 0.76 3.93 5.47
C 0.24 3.33 1.79
O -0.17 4.14 1.08
C 0.08 0.64 3.29
C -0.61 0.13 2.14
C -1.42 -1.11 1.89
C -2.94 -0.66 1.94
C -3.60 0.37 2.74
C -4.99 0.61 2.57
C -5.73 -0.07 1.59
C -5.09 -1.06 0.85
C -3.81 -1.49 1.22
Co 1.18 0.51 1.82
C 2.28 1.10 0.65
O 2.97 1.38 -0.25
C -0.33 1.05 1.04
O -0.99 1.46 0.12
C 1.97 -1.01 2.04
O 2.37 -2.10 2.14
H -0.05 0.24 4.31
H -1.29 -1.94 2.61
H -3.04 1.01 3.47
H -5.53 1.34 3.18
H -6.77 0.14 1.41
H -5.55 -1.57 0.01
H -3.36 -2.42 0.84
C 1.40 -4.57 -3.21
N 0.27 -3.66 -3.08
C -0.60 -3.74 -4.25
C -0.08 -3.09 -1.88
C -0.81 -1.86 -1.78
Br -0.87 -0.66 -3.28
C -1.33 -1.39 -0.60
N -0.93 -1.84 0.61
C -0.08 -2.91 0.60
C 0.32 -3.55 -0.59
H 2.23 -4.31 -2.55
H 1.13 -5.63 -3.07
H 1.75 -4.49 -4.25
H -1.52 -3.16 -4.13
H -0.01 -3.37 -5.10
H -0.81 -4.80 -4.48
H -2.14 -0.68 -0.57
H 0.23 -3.36 1.54
H 0.98 -4.43 -0.55
*
```

E_LUMO ... 1.5223 eV
Highest occupied orbital energy ... -2.4 eV
Relative energy (zero: lowest compared OMol25 entry of this formula, charge and spin) ... 376.52 kJ/mol

Q: Which value of relative energy (zero: lowest compared OMol25 entry of this formula, charge and spin) does entry 1 give?
A: 898.16 kJ/mol

Q: Which value of relative energy (zero: lowest compared OMol25 entry of this formula, charge and spin) does entry 1 give?
A: 898.16 kJ/mol

Please write out number 3 again, unchanged.
Computed, not measured: 2 unconnected molecules or ions with the total composition C4H6NO2 at a distorted geometry, with ωB97M-V/def2-TZVPD.

The geometry in ORCA input format:
```
! RIJCOSX wB97M-V def2-TZVPD def2/J DEFGRID3
* xyz 1 3
C -2.67 0.31 0.47
C -1.70 -0.43 0.74
C 0.41 1.24 0.33
C 2.17 -0.09 -0.52
N 1.30 0.36 0.57
O -0.28 2.15 0.15
O 1.41 -0.13 1.73
H -3.71 0.04 0.64
H -2.61 1.31 0.03
H -1.04 -1.18 1.12
H 2.49 -1.10 -0.27
H 3.05 0.55 -0.57
H 1.65 -0.07 -1.48
*
```

E_LUMO (spin up / spin down) ... -6.0645 / -7.8290 eV
Highest occupied orbital energy (spin up / spin down) ... -12.5 / -15.0 eV
Relative energy (zero: lowest compared OMol25 entry of this formula, charge and spin) ... 289.91 kJ/mol